Record 1
C11H12O2 | ωB97M-V/def2-TZVPD

Geometry as XYZ:
```
25
Properties=species:S:1:pos:R:3:forces:R:3:nbo_charge:R:1
C 2.709149 -2.196398 0.722203 -0.4 0.5 -1.0 -0.204
C 2.548886 -1.419053 -0.432779 -2.1 1.4 -0.5 -0.226
C 1.780527 -2.265695 1.759552 -0.4 2.2 -2.2 -0.214
C 1.357322 -0.703648 -0.657620 0.2 -1.9 3.1 -0.156
C 0.623762 -1.461613 1.552814 0.5 -1.5 1.7 -0.159
C 0.359751 -0.836236 0.371870 -0.4 1.3 -1.7 -0.161
C -1.055016 -1.418000 -2.085330 -0.9 1.3 0.7 -0.309
C -1.525338 -0.516038 -1.226170 -2.0 1.0 -2.3 -0.286
C 0.004326 3.163322 0.810975 0.3 3.3 -2.3 -0.103
C -1.369824 2.786251 0.864884 -0.6 -2.1 1.6 -0.114
C -1.096834 -0.407655 0.123465 -0.1 0.0 3.3 0.536
O -0.574211 2.385485 -0.195693 1.3 -1.8 -1.4 -0.504
O -1.906748 -0.127950 1.031202 1.7 -0.5 -1.4 -0.577
H 3.594990 -2.725375 0.558333 1.3 -1.3 1.2 0.214
H 3.268932 -1.346998 -1.244547 0.3 -0.4 0.5 0.214
H 1.923854 -2.808054 2.651198 0.2 -0.6 0.8 0.222
H 1.195423 -0.118514 -1.509471 -0.2 0.6 -1.1 0.223
H -0.129828 -1.411990 2.345450 0.1 -0.1 -0.4 0.233
H -1.320333 -1.329820 -3.092160 -0.7 -0.3 -1.4 0.199
H -0.452683 -2.216990 -1.788751 1.2 -0.9 0.3 0.202
H -2.392940 0.173050 -1.529364 1.6 -0.9 0.4 0.236
H 0.470819 4.124304 0.431724 -1.5 -0.5 0.4 0.169
H 0.711885 2.793649 1.395322 2.7 -2.6 2.6 0.171
H -1.970767 3.477311 0.483987 -3.2 3.0 -0.8 0.168
H -1.872257 1.973013 1.442100 1.0 0.8 -0.1 0.224
```
Positions in Å, forces in eV/Å.

The calculation puts the HOMO-LUMO gap at 9.41 eV. The value obtained for the total energy is -576.6915 Eh. As for the total charge: 0. The relative energy (zero: lowest compared OMol25 entry of this formula, charge and spin) is 431.4 kJ/mol. Its structure (SMILES) is C=CC(=O)c1ccccc1.C1CO1.

=====

Record 2
C18H14N2O3S2 | ωB97M-V/def2-TZVPD

Geometry as XYZ:
```
39
Properties=species:S:1:pos:R:3:forces:R:3:nbo_charge:R:1
N -1.000627 3.317292 4.404403 -1.7 -4.7 -4.8 -0.266
O -1.690452 -0.371450 3.738210 0.0 1.8 0.9 -0.586
C -1.230373 2.487858 3.539731 2.2 5.5 6.4 0.275
O -3.049593 -2.440730 -4.111491 2.1 -0.1 -0.1 -0.670
O -0.311479 -2.704779 0.744813 -0.7 -0.5 -1.0 -0.670
S 0.215674 3.571751 1.165384 0.3 -0.6 0.2 0.270
S -0.611642 0.843909 -0.069377 0.2 1.1 -0.1 0.354
C -1.726022 0.259695 2.679029 0.4 -4.2 1.6 0.642
C -0.665006 2.012597 1.282719 0.2 -1.4 0.6 -0.187
C -1.159006 1.574575 2.493250 -0.6 1.1 -2.6 -0.338
C 3.411238 0.666642 -1.513859 -0.1 0.4 1.1 -0.227
C 3.271950 2.062911 -1.595866 -0.1 0.9 -0.5 -0.188
C 3.098082 -0.085481 -0.353033 -0.2 3.3 0.6 -0.188
C -1.587050 -3.517904 -2.486203 -0.9 0.0 -2.3 -0.238
C -0.950123 -3.604988 -1.289438 -0.7 0.7 0.4 -0.244
C 2.755885 2.724200 -0.455899 1.4 -1.2 -2.7 -0.221
C 2.621430 0.631478 0.823119 0.2 -1.1 -3.3 -0.221
C -2.644463 -1.389174 -1.925292 1.0 -0.7 -0.4 -0.227
C -2.420061 -2.415612 -2.869292 0.0 -0.5 1.5 0.263
C -1.161744 -2.595611 -0.344963 1.1 1.5 -0.6 0.301
C 2.450191 2.021134 0.649508 -0.7 -0.9 3.0 -0.049
C -1.919742 -1.412590 -0.707372 0.0 -1.8 0.8 -0.125
N -2.106945 -0.564619 1.666581 -0.5 0.1 -3.0 -0.642
C 1.881911 2.931047 1.747216 -0.6 -2.4 0.3 -0.507
C -2.060052 -0.210589 0.221512 -1.7 0.1 0.2 -0.193
H -2.273160 -2.693483 -4.686933 -1.6 0.3 0.3 0.481
H -0.529154 -2.055863 1.394551 -0.1 0.9 0.8 0.486
H 3.851681 0.136219 -2.321338 0.1 -0.3 -0.8 0.210
H 3.545008 2.659156 -2.555727 -0.5 -1.3 1.9 0.225
H 3.291539 -1.127385 -0.423309 -0.2 -0.8 0.5 0.217
H -1.418003 -4.353379 -3.221628 -0.3 1.0 0.7 0.218
H -0.287475 -4.433822 -1.123626 0.1 -0.1 0.5 0.236
H 2.568061 3.758420 -0.350556 0.1 1.1 -0.7 0.212
H 2.222208 -0.003009 1.609050 0.3 0.6 0.5 0.228
H -3.269471 -0.511498 -2.135046 0.2 -0.5 -0.1 0.230
H -2.421512 -1.514827 1.955264 0.2 1.4 -0.2 0.435
H 2.589723 3.731627 1.915002 -0.4 0.5 0.2 0.245
H 1.745629 2.297301 2.665608 0.0 1.1 -0.6 0.238
H -3.027055 0.318984 -0.154704 1.6 -0.5 1.0 0.219
```
Positions in Å, forces in eV/Å.

The calculation puts the HOMO-LUMO gap at 7.68 eV. The value obtained for the total energy is -1825.8383 Eh. As for the total charge: 0. The relative energy (zero: lowest compared OMol25 entry of this formula, charge and spin) is 289.2 kJ/mol. Its structure (SMILES) is N#CC1=C(SCc2ccccc2)S[C@@H](c2cc(O)ccc2O)NC1=O.

=====

Record 3
C32H46AuCl5N2O2SbSi3 | ωB97M-V/def2-TZVPD

Geometry as XYZ:
```
92
Properties=species:S:1:pos:R:3:forces:R:3:mulliken_charge:R:1
Au -1.294871 -1.118290 -1.726919 -1.3 0.2 0.4 0.881
C -1.266990 2.352653 2.005763 -0.3 -0.4 -0.3 -1.006
Sb -0.102674 1.021770 0.728585 1.0 1.1 0.0 0.027
C -2.047545 0.365102 -0.339248 0.6 -0.5 0.6 0.273
C -2.793070 -0.621668 0.423651 -0.7 -0.2 0.2 -0.180
C -3.833114 -0.398191 1.324338 0.0 0.0 0.0 -0.759
C -4.472187 -1.492835 1.871199 0.1 0.1 0.0 -0.492
C -4.085276 -2.778149 1.498838 0.1 0.1 -0.1 -0.859
C -3.064430 -2.920714 0.580018 0.0 -0.5 -0.1 -0.766
N -2.430048 -1.864446 0.076830 0.8 0.7 -0.6 0.030
Si -3.071326 1.708492 -1.263663 -0.3 0.4 -0.9 0.758
C -1.886862 2.638131 -2.383045 -0.1 -0.3 0.2 -0.485
C -3.986688 2.973930 -0.194519 0.3 -0.4 0.2 -1.402
C -4.366452 0.706014 -2.191308 0.3 0.0 0.1 -0.945
C 1.226011 0.192037 2.412680 -0.8 -0.1 -0.1 2.660
C 1.520801 -1.136906 1.827873 0.0 -0.3 -0.1 -2.029
C 2.609947 -1.928165 2.219521 0.1 0.0 -0.1 -0.509
C 2.764255 -3.196059 1.699390 0.0 0.0 0.0 -0.980
C 1.834941 -3.673899 0.783142 0.0 -0.1 0.0 -1.303
C 0.806083 -2.834874 0.416266 0.0 0.1 0.2 -0.372
N 0.650677 -1.601139 0.910042 0.0 0.1 0.1 1.124
Si 2.748218 1.352137 2.485732 0.1 0.1 -0.2 0.360
C 2.224231 3.144136 2.739166 -0.1 -0.2 0.0 -1.137
C 3.592418 1.195550 0.805390 0.0 0.0 0.2 -0.706
C 3.956209 0.897246 3.866269 -0.2 0.0 -0.1 -1.150
Si 0.322949 -0.132455 4.081396 0.2 -0.2 0.0 0.319
C 0.172574 1.437502 5.108301 -0.1 -0.2 -0.1 -1.102
C 1.259581 -1.427706 5.093271 -0.1 0.2 -0.1 -1.265
C -1.350758 -0.909583 3.710283 0.1 0.1 0.1 -0.810
H -1.866009 2.997377 1.368682 0.1 0.0 0.1 0.030
H -0.578176 2.966606 2.581286 0.1 -0.1 -0.1 0.493
H -1.922281 1.808912 2.686238 0.0 0.1 0.0 0.299
H -4.135111 0.614167 1.558451 0.0 0.0 0.0 0.353
H -5.279642 -1.349072 2.576929 0.0 0.0 0.0 0.509
H -4.575158 -3.649298 1.907486 0.1 0.0 0.0 0.505
H -2.737605 -3.895317 0.239426 0.0 0.0 0.0 0.502
H -0.980802 2.943705 -1.853754 0.0 0.0 0.0 0.187
H -2.364208 3.533795 -2.783444 0.0 0.0 0.0 0.582
H -1.602393 2.007262 -3.226031 0.0 0.1 0.1 -0.278
H -3.326414 3.638607 0.360182 -0.1 0.0 -0.1 0.509
H -4.690439 2.523251 0.506900 0.0 0.0 0.0 0.386
H -4.565069 3.602305 -0.875125 0.0 -0.1 -0.1 0.439
H -3.887755 -0.020051 -2.849578 -0.1 0.0 0.0 0.003
H -4.980254 1.358482 -2.814607 0.0 0.0 0.0 0.506
H -5.029148 0.171932 -1.506100 0.0 0.1 0.0 0.336
H 3.317809 -1.540824 2.937849 0.0 0.0 0.0 0.400
H 3.598382 -3.813452 2.006687 0.0 0.0 0.0 0.502
H 1.909592 -4.668441 0.366825 0.0 0.0 0.0 0.523
H 0.060337 -3.157807 -0.299714 0.0 0.0 -0.1 0.215
H 1.618696 3.516746 1.909883 0.0 0.0 0.0 0.255
H 3.118714 3.768211 2.794363 0.0 0.0 0.0 0.494
H 1.670528 3.289232 3.667964 0.0 0.0 0.0 0.354
H 2.852760 1.287615 0.005844 0.0 0.0 0.0 -0.193
H 4.084930 0.225450 0.700550 0.0 0.0 0.0 0.312
H 4.348942 1.968296 0.656362 0.0 0.0 0.0 0.655
H 3.445986 0.610678 4.787030 0.0 0.0 0.0 0.281
H 4.583618 1.760034 4.099310 0.0 0.0 0.0 0.477
H 4.625192 0.084197 3.578830 0.0 0.0 0.0 0.364
H 1.133124 1.714759 5.546988 0.0 0.0 0.0 0.286
H -0.524077 1.260332 5.931286 0.0 0.0 0.0 0.464
H -0.199399 2.290125 4.542114 0.0 0.0 0.1 0.364
H 2.297775 -1.158292 5.291398 0.0 0.0 0.0 0.295
H 1.252411 -2.399429 4.597614 0.0 0.0 0.0 0.366
H 0.765114 -1.549931 6.060353 0.0 0.0 0.0 0.402
H -2.087323 -0.173051 3.392411 0.0 0.0 0.0 0.123
H -1.749056 -1.409914 4.596091 0.0 0.0 0.0 0.602
H -1.257285 -1.658612 2.919857 0.0 0.0 0.0 0.097
Cl 1.683579 -1.505891 -8.242152 0.0 0.0 0.0 -0.169
C 0.613440 -1.209812 -6.934719 -0.1 0.0 0.1 0.506
C 0.608331 -2.046863 -5.824162 0.1 0.0 -0.2 -0.361
Cl 1.664788 -3.400476 -5.754950 0.0 0.0 0.1 -0.149
C -0.241598 -1.772440 -4.764605 -0.2 0.5 0.0 0.853
Cl -0.282638 -2.829421 -3.391646 0.0 -0.4 0.3 -0.136
C -1.083397 -0.647116 -4.717212 0.6 -0.3 -0.6 -1.247
O -1.819086 -0.336914 -3.693007 0.1 0.0 1.0 -0.795
C -1.083422 0.159914 -5.878876 -0.1 -0.1 0.2 0.975
Cl -2.141503 1.513163 -5.888267 0.0 0.0 -0.1 -0.153
C -0.260084 -0.115570 -6.960998 0.1 0.0 0.0 -0.032
Cl -0.286265 0.910238 -8.332763 0.0 0.0 0.0 -0.165
C 3.393112 -0.296810 -2.697218 -0.1 0.0 0.0 -0.734
C 2.556047 0.513358 -3.689497 0.0 -0.1 0.1 -0.386
C 1.312865 0.843342 -2.871897 0.1 0.2 0.0 0.157
O 1.179881 -0.201364 -1.878408 0.0 -0.2 -0.4 0.565
C 2.320965 -1.080683 -1.959117 0.2 0.0 0.1 -0.211
H 3.926275 0.363460 -2.011857 0.0 0.0 0.0 0.192
H 4.114017 -0.955419 -3.178176 0.0 0.0 0.0 0.466
H 2.293693 -0.099076 -4.554677 0.0 0.0 0.0 -0.004
H 3.057234 1.414456 -4.036339 0.0 0.0 -0.1 0.502
H 0.408602 0.881360 -3.477701 0.0 0.0 0.1 -0.369
H 1.421346 1.793575 -2.340672 0.0 0.0 0.0 0.358
H 2.055834 -1.983257 -2.513662 0.0 0.0 0.0 0.427
H 2.605076 -1.359957 -0.943496 0.0 0.0 0.0 -0.263
```
Positions in Å, forces in eV/Å.

The calculation puts the HOMO-LUMO gap at 5.40 eV. The value obtained for the total energy is -5052.1269 Eh. As for the total charge: +1.